Entry 1:
2 unconnected molecules or ions with the total composition C4H9O2, computed with ωB97M-V/def2-TZVPD.

Geometry as XYZ:
```
15
Properties=species:S:1:pos:R:3:forces:R:3
C -0.730623 0.289650 1.361982 0.225 -0.794 -1.230
C -1.147785 1.492870 2.151978 -0.966 0.715 0.391
H -0.372576 -0.578515 1.915120 -0.135 0.175 0.452
H -1.545860 -0.073024 0.731970 -0.192 -0.047 0.242
H 0.034716 0.436675 0.600092 0.199 0.529 0.182
H -1.983076 1.239916 2.820041 0.411 -0.126 0.287
H -0.383956 2.035430 2.711833 0.181 -0.394 0.111
H -1.625516 2.263560 1.541950 0.257 -0.074 -0.466
C 1.701070 -1.045750 -1.637907 -0.185 0.592 -0.972
C 0.367910 -0.990662 -2.422846 -1.411 -0.866 0.666
O 0.285120 -0.294599 -3.450896 0.442 0.214 -0.088
O -0.563497 -1.682437 -1.895762 0.699 0.453 -0.253
H 1.908292 -2.082055 -1.388931 0.150 0.043 0.270
H 1.585849 -0.407743 -0.762978 0.099 -0.238 0.250
H 2.469936 -0.603313 -2.275648 0.225 -0.182 0.159
```
Forces are in eV/Å.

Output
LUMO level = 3.642 eV
Kohn-Sham gap = 7.30 eV
Charge = -1
Relative energy (zero: lowest compared OMol25 entry of this formula, charge and spin) = 7.4 kcal/mol
Total energy = -308.33307 Eh

Per-atom Löwdin charges, elementary charge units: -0.174, -0.191, 0.065, 0.072, 0.047, 0.057, 0.054, 0.058, -0.061, -0.804, -0.106, -0.149, 0.051, 0.033, 0.049

Entry 2:
2 unconnected molecules or ions with the total composition C4H12O3, computed with ωB97M-V/def2-TZVPD.

Geometry as XYZ:
```
19
Properties=species:S:1:pos:R:3:forces:R:3
C 1.062206 0.188892 -0.742794 -0.721 -2.094 -2.340
C -0.257261 0.873839 -0.847058 -3.250 1.990 -1.448
C -1.302855 0.877973 0.334152 0.842 4.156 -1.741
O -2.605591 1.445611 -0.042635 1.480 -0.689 -3.951
C 0.803417 -1.325972 -0.758105 -0.116 -1.462 -1.345
O 1.682605 -2.327209 -0.284477 -1.371 -0.860 -3.409
H 1.471838 0.557004 0.140041 1.387 0.448 1.532
H 1.625326 0.499815 -1.658564 0.066 -0.260 1.103
H -0.980835 0.678714 -1.743638 1.867 -0.421 0.797
H 0.060537 1.916746 -1.008184 -0.632 0.029 0.031
H -0.933602 1.771888 0.905835 -0.006 -1.899 1.129
H -1.469034 -0.097226 0.634212 -0.053 -1.614 1.695
H -2.509317 1.478752 -1.088018 -0.910 0.074 3.125
H 0.734098 -1.723399 -1.800637 -0.448 1.113 0.381
H -0.164763 -1.530371 -0.318299 -0.371 0.150 0.327
H 2.155206 -2.132154 0.443974 2.181 1.367 4.035
H -0.127492 -0.262329 3.318978 0.654 -0.653 -1.004
H 0.400359 -0.155732 1.919561 0.173 3.069 -3.448
O 0.355158 -0.734841 2.595653 -0.772 -2.446 4.531
```
Forces are in eV/Å.

Output
LUMO level = 0.747 eV
SMILES = OCCCCO.O
Kohn-Sham gap = 10.98 eV
Charge = 0
Relative energy (zero: lowest compared OMol25 entry of this formula, charge and spin) = 60.1 kcal/mol
Total energy = -385.22602 Eh

Per-atom Löwdin charges, elementary charge units: -0.182, -0.227, -0.243, -0.128, -0.250, -0.024, 0.091, 0.135, 0.140, 0.112, 0.136, 0.077, 0.121, 0.136, 0.101, 0.016, 0.082, -0.080, -0.012

Entry 3:
A gas-phase ion, C4H8NO (charge +1), computed with ωB97M-V/def2-TZVPD.

Geometry as XYZ:
```
14
Properties=species:S:1:pos:R:3:forces:R:3
C 0.725621 1.029651 1.519834 -0.508 0.811 0.234
C 0.515383 -1.313807 0.919449 2.593 3.290 0.960
C -0.884535 0.183571 -0.082515 -0.695 0.019 -1.604
C -0.152973 0.261033 -1.387566 -2.537 -1.676 0.510
N 0.164503 -0.006928 0.937073 -0.696 -1.826 -0.380
O -0.845656 -0.178724 -2.413727 -0.810 -0.233 0.384
H 0.046725 1.919115 1.706545 1.342 -1.051 -0.598
H 1.760813 0.928973 1.887317 -0.881 0.092 0.108
H -0.099847 -1.965881 0.471419 -1.931 -2.144 -1.596
H 1.455826 -1.551688 1.339496 0.557 -0.562 0.689
H -1.392248 1.058695 0.176302 -0.882 1.714 0.303
H -1.717882 -0.562249 -0.281704 1.297 0.186 1.113
H 0.780175 0.612550 -1.585789 2.734 1.076 0.096
H -0.355904 -0.414312 -3.206134 0.417 0.304 -0.220
```
Forces are in eV/Å.

Output
LUMO level (spin up / spin down) = -4.491 / -6.061 eV
Kohn-Sham gap (spin up / spin down) = 8.90 / 5.82 eV
Charge = +1
Relative energy (zero: lowest compared OMol25 entry of this formula, charge and spin) = 99.2 kcal/mol
Total energy = -286.78442 Eh

Per-atom Löwdin charges, elementary charge units: 0.136, 0.178, -0.112, -0.054, -0.225, 0.114, 0.137, 0.120, 0.063, 0.101, 0.110, 0.176, 0.109, 0.146